1.
A cluster of 3 separate species, C34H74FNO11P2 in total in a non-equilibrium geometry, computed with wB97M-V/def2-TZVPD.

Summary:
- Energy above the lowest of the compared OMol25 structures with the same formula, charge and spin: 255.18 kJ/mol
- HOMO energy: -9.20 eV
- Charge: 0
- Frontier orbital gap: 7.6 eV
- E_tot: -3004.78050 hartree

Each line ends with the Mulliken charge.
Atoms and positions in Å:
1 C 4.965 -4.787 1.200  -1.06
2 C 6.505 -4.840 1.218  -0.33
3 C 7.104 -4.614 2.614  -0.89
4 C 6.632 -3.332 3.291  -0.59
5 C 7.169 -2.057 2.647  -0.64
6 C 6.435 -1.637 1.358  -0.36
7 C 6.169 -0.120 1.276  -0.80
8 C 4.842 0.175 0.534  -0.51
9 C 4.908 1.521 -0.220  -0.79
10 C 4.209 1.503 -1.600  -0.71
11 C 2.935 2.361 -1.612  -0.30
12 C 1.913 1.983 -2.693  -0.77
13 C 1.215 0.644 -2.459  0.31
14 C 0.025 0.501 -3.407  -0.94
15 C -0.817 -0.771 -3.183  -1.06
16 C -1.936 -0.354 -2.191  0.80
17 C -2.371 -1.458 -1.231  -0.86
18 C -3.436 -0.999 -0.218  -1.18
19 C -3.138 0.358 0.424  -0.98
20 C -2.322 0.246 1.718  -1.43
21 C -0.849 -0.160 1.525  1.35
22 O 0.103 0.894 1.609  -0.41
23 C -0.208 1.994 0.786  -0.82
24 C -0.445 -1.313 2.423  -0.93
25 N -1.380 -2.433 2.166  0.22
26 C -0.788 -3.749 2.124  -0.63
27 C -1.833 -4.778 2.555  -0.40
28 O -1.409 -6.120 2.277  -0.33
29 C -2.025 -6.694 1.239  0.29
30 O -1.614 -7.701 0.749  -0.46
31 C -0.479 -1.037 3.921  0.03
32 C 0.530 -0.024 4.415  -1.41
33 F -1.731 -0.672 4.387  -0.39
34 H 4.600 -5.676 0.700  0.39
35 H 4.549 -4.783 2.196  0.27
36 H 4.613 -3.945 0.610  0.18
37 H 6.799 -5.798 0.799  0.43
38 H 6.921 -4.085 0.555  0.22
39 H 6.859 -5.482 3.226  0.33
40 H 8.188 -4.624 2.497  0.36
41 H 5.551 -3.329 3.405  0.29
42 H 7.027 -3.365 4.308  0.35
43 H 7.022 -1.253 3.364  0.43
44 H 8.225 -2.212 2.443  0.30
45 H 5.485 -2.142 1.230  0.06
46 H 7.088 -1.862 0.517  0.35
47 H 6.092 0.259 2.296  0.34
48 H 6.988 0.409 0.797  0.43
49 H 4.654 -0.655 -0.142  0.42
50 H 4.060 0.272 1.285  0.00
51 H 4.474 2.294 0.411  0.45
52 H 5.967 1.743 -0.335  0.52
53 H 4.915 1.910 -2.319  0.33
54 H 4.007 0.465 -1.840  0.33
55 H 3.283 3.383 -1.746  0.36
56 H 2.463 2.301 -0.629  -0.21
57 H 1.202 2.809 -2.731  0.24
58 H 2.464 1.993 -3.635  0.35
59 H 1.951 -0.148 -2.572  0.48
60 H 0.866 0.658 -1.420  -0.30
61 H 0.433 0.526 -4.417  0.50
62 H -0.582 1.388 -3.242  0.26
63 H -1.226 -1.159 -4.109  0.39
64 H -0.225 -1.508 -2.645  0.47
65 H -1.476 0.437 -1.604  -0.78
66 H -2.794 0.057 -2.717  0.47
67 H -1.487 -1.897 -0.766  0.21
68 H -2.811 -2.253 -1.837  0.64
69 H -4.412 -0.991 -0.696  0.49
70 H -3.517 -1.754 0.567  0.51
71 H -2.667 1.073 -0.242  0.57
72 H -4.092 0.806 0.702  0.39
73 H -2.401 1.179 2.270  0.50
74 H -2.785 -0.531 2.321  0.92
75 H -0.765 -0.523 0.491  -0.35
76 H -0.952 2.629 1.265  0.29
77 H -0.472 1.715 -0.233  0.21
78 H 0.699 2.589 0.719  0.30
79 H 0.555 -1.686 2.197  0.90
80 H -1.915 -2.247 1.332  -0.49
81 H 0.045 -3.814 2.817  0.44
82 H -0.452 -4.028 1.119  0.17
83 H -2.743 -4.574 1.990  0.29
84 H -2.052 -4.720 3.615  0.22
85 H -2.954 -6.260 0.844  0.31
86 H -0.236 -1.983 4.411  0.36
87 H 0.261 0.976 4.092  0.31
88 H 1.505 -0.242 3.986  0.31
89 H 0.560 0.002 5.498  0.42
90 C -9.740 2.155 4.347  -0.69
91 O -8.357 2.026 3.972  -0.34
92 P -8.025 1.095 2.652  1.01
93 O -8.487 -0.254 3.096  -0.65
94 O -6.451 1.346 2.799  -0.24
95 C -5.754 0.698 3.864  -0.18
96 O -7.878 0.939 1.031  -0.29
97 C -8.788 0.069 0.354  -0.64
98 H -9.852 3.081 4.907  0.24
99 H -10.390 2.192 3.475  0.30
100 H -10.024 1.315 4.979  0.28
101 H -6.250 -0.215 4.191  0.37
102 H -5.660 1.381 4.709  0.28
103 H -4.759 0.444 3.503  -0.21
104 H -9.806 0.187 0.716  0.33
105 H -8.465 -0.962 0.483  0.26
106 H -8.758 0.324 -0.705  0.23
107 C 1.017 7.600 -6.860  -0.71
108 O 0.598 6.710 -5.813  -0.35
109 P 0.459 5.091 -6.200  1.02
110 O -0.653 5.268 -7.202  -0.68
111 O -0.053 4.789 -4.703  -0.19
112 C -1.298 5.343 -4.287  -0.71
113 O 0.686 3.461 -6.385  -0.19
114 C 0.519 2.896 -7.684  -0.72
115 H 1.469 8.475 -6.399  0.25
116 H 1.749 7.132 -7.516  0.30
117 H 0.149 7.906 -7.443  0.27
118 H -1.960 5.532 -5.132  0.36
119 H -1.126 6.272 -3.743  0.27
120 H -1.774 4.625 -3.621  0.22
121 H 0.973 3.513 -8.456  0.34
122 H -0.542 2.770 -7.887  0.30
123 H 1.003 1.920 -7.681  0.23

---

2.
A cluster of 15 separate species, C34H75BF4N8O6 in total in a non-equilibrium geometry, computed with wB97M-V/def2-TZVPD.

Summary:
- Energy above the lowest of the compared OMol25 structures with the same formula, charge and spin: 482.04 kJ/mol
- HOMO energy: -9.13 eV
- Charge: 0
- Frontier orbital gap: 9.0 eV
- E_tot: -2653.72664 hartree

Each line ends with the Mulliken charge.
Atoms and positions in Å:
1 C 78.314 62.242 60.380  -1.76
2 C 78.799 61.036 59.650  -0.52
3 C 78.085 60.871 58.247  -1.64
4 N 78.565 59.724 57.395  1.32
5 C 78.369 58.453 58.082  -1.08
6 C 80.011 59.834 56.999  -1.81
7 C 80.208 59.013 55.771  0.50
8 C 78.863 58.957 55.139  0.07
9 C 77.902 59.791 56.057  0.14
10 H 78.716 62.989 59.668  0.10
11 H 78.841 62.269 61.077  1.30
12 H 77.174 62.220 60.664  -0.13
13 H 78.725 60.131 60.016  1.17
14 H 79.919 61.076 59.343  -0.32
15 H 78.191 61.673 57.497  0.01
16 H 77.214 60.856 58.622  1.42
17 H 78.538 57.697 57.486  1.45
18 H 77.361 58.337 58.435  0.13
19 H 78.922 58.309 59.103  -0.83
20 H 80.735 59.597 57.848  -0.31
21 H 80.336 60.722 57.034  1.80
22 H 80.450 57.899 56.047  0.09
23 H 81.112 59.455 55.266  0.24
24 H 78.474 58.009 54.847  0.07
25 H 78.904 59.385 54.086  -0.74
26 H 76.801 59.602 56.099  0.06
27 H 77.753 60.849 55.771  -0.12
28 B 75.746 63.489 55.562  0.09
29 F 75.906 62.717 54.423  -0.35
30 F 74.942 62.649 56.390  -0.44
31 F 76.945 63.527 56.185  -0.25
32 F 75.212 64.674 55.451  -0.26
33 C 74.006 56.718 56.200  -0.48
34 C 75.469 56.488 56.543  0.25
35 N 76.556 56.319 56.731  -0.14
36 H 73.743 57.507 56.762  -0.18
37 H 73.809 57.135 55.058  0.23
38 H 73.406 55.836 56.415  0.39
39 C 76.889 60.842 51.703  -0.95
40 C 76.382 59.723 52.665  0.53
41 N 75.990 58.924 53.384  -0.40
42 H 76.257 61.583 51.781  0.47
43 H 77.735 61.176 52.111  0.19
44 H 76.847 60.675 50.546  0.29
45 C 83.924 61.924 59.648  -0.73
46 C 83.349 61.506 58.281  0.60
47 N 82.912 61.351 57.236  -0.39
48 H 83.918 63.023 59.985  0.11
49 H 83.592 61.480 60.502  0.07
50 H 84.999 61.590 59.736  0.39
51 C 83.042 57.797 58.048  -0.54
52 C 81.757 57.109 58.474  0.26
53 N 80.790 56.560 58.829  -0.49
54 H 83.145 57.220 57.164  0.41
55 H 82.524 58.881 57.839  0.06
56 H 84.093 57.452 58.590  0.34
57 C 77.636 54.593 54.182  -0.62
58 C 78.965 55.136 54.152  0.40
59 N 79.990 55.715 54.051  -0.51
60 H 76.795 55.186 53.704  0.23
61 H 77.477 53.541 53.392  0.30
62 H 77.742 54.204 55.313  0.21
63 C 79.535 63.931 55.051  -0.60
64 C 79.944 62.834 54.177  0.52
65 N 80.177 61.912 53.483  -0.63
66 H 79.417 63.518 56.059  -0.03
67 H 80.348 64.587 55.046  0.45
68 H 78.600 64.529 54.813  0.21
69 C 85.947 59.638 55.744  -1.00
70 C 84.566 59.224 55.313  0.29
71 N 83.588 58.914 54.974  -0.19
72 H 86.127 59.086 56.608  0.28
73 H 86.806 59.386 55.095  0.36
74 H 86.074 60.722 55.712  0.27
75 C 74.246 62.997 62.303  -1.35
76 C 74.649 63.472 60.916  0.65
77 O 75.428 64.684 61.146  -0.57
78 H 75.180 62.607 62.661  0.31
79 H 73.616 62.164 62.349  0.41
80 H 73.885 63.654 63.010  0.40
81 H 73.469 63.631 60.369  0.18
82 H 75.061 62.897 60.247  -0.35
83 H 75.900 64.915 60.255  0.34
84 C 80.659 58.215 49.846  -1.37
85 C 80.219 58.794 51.178  0.77
86 O 80.996 59.913 51.429  -0.57
87 H 80.216 58.586 48.748  0.24
88 H 80.225 57.260 49.741  0.37
89 H 81.664 58.326 49.835  0.40
90 H 80.374 58.241 52.069  0.07
91 H 79.174 59.185 51.061  -0.16
92 H 80.572 60.204 52.208  0.34
93 C 73.487 59.401 59.272  -1.78
94 C 74.054 60.458 58.411  0.65
95 O 74.482 60.065 57.117  -0.20
96 H 74.197 58.646 59.588  0.30
97 H 72.699 58.888 58.796  0.40
98 H 73.337 59.703 60.190  0.56
99 H 74.786 60.780 59.020  -0.21
100 H 73.208 61.357 58.218  0.17
101 H 74.741 60.802 56.610  0.30
102 C 81.382 58.030 62.103  -0.70
103 C 81.298 59.408 62.716  -0.43
104 O 81.492 60.444 61.836  -0.37
105 H 80.819 57.918 61.320  -0.14
106 H 81.455 57.205 62.767  0.40
107 H 82.344 58.217 61.725  0.29
108 H 82.068 59.659 63.351  0.50
109 H 80.383 59.634 63.224  0.28
110 H 81.856 61.233 62.202  0.20
111 C 81.266 64.228 59.445  -0.79
112 C 82.162 65.305 60.240  -0.63
113 O 81.849 65.370 61.449  -0.43
114 H 81.578 63.268 59.941  -0.20
115 H 81.729 64.372 58.480  0.35
116 H 80.347 64.474 59.369  0.88
117 H 81.977 66.302 59.783  0.38
118 H 83.281 65.053 59.924  0.16
119 H 82.003 66.109 61.987  0.33
120 C 76.475 56.638 61.438  -1.07
121 C 77.339 55.534 60.790  0.60
122 O 77.459 54.604 61.860  -0.56
123 H 75.595 56.398 61.864  0.49
124 H 76.452 57.605 60.658  -0.02
125 H 76.935 56.958 62.274  0.45
126 H 78.263 56.017 60.424  -0.26
127 H 76.819 55.112 59.730  0.09
128 H 78.262 53.960 61.813  0.31

---

3.
A cluster of 7 separate species, C34H80F6N6O10P in total in a non-equilibrium geometry, computed with wB97M-V/def2-TZVPD.

Summary:
- HOMO energy: -5.33 eV
- Charge: -1
- Frontier orbital gap: 7.7 eV
- E_tot: -3364.92729 hartree

Each line ends with the Mulliken charge.
Atoms and positions in Å:
1 P -19.216 -16.904 19.813  2.22
2 F -17.684 -16.486 19.401  -0.42
3 F -18.901 -18.465 19.683  -0.64
4 F -18.767 -16.868 21.374  -0.45
5 F -20.745 -17.382 20.191  -0.51
6 F -19.556 -15.343 20.083  -0.48
7 F -19.599 -16.682 18.255  -0.17
8 C -24.038 -21.160 18.444  -0.93
9 O -23.630 -20.005 17.762  -0.35
10 C -23.698 -18.814 18.524  0.54
11 C -23.587 -17.593 17.630  -1.14
12 N -22.255 -17.377 17.028  0.62
13 C -22.289 -16.019 16.473  -0.09
14 C -23.064 -15.789 15.183  -1.00
15 O -22.478 -16.520 14.135  -0.11
16 C -22.839 -16.132 12.824  -0.94
17 H -25.119 -21.147 18.621  0.38
18 H -23.606 -21.359 19.434  0.32
19 H -23.637 -21.991 17.861  0.29
20 H -22.889 -18.790 19.267  -0.47
21 H -24.661 -18.837 19.049  0.69
22 H -23.873 -16.881 18.425  0.42
23 H -24.431 -17.695 16.946  0.26
24 H -21.635 -17.280 17.823  -0.55
25 H -21.251 -15.798 16.211  -0.12
26 H -22.560 -15.301 17.258  0.53
27 H -22.906 -14.716 15.007  0.47
28 H -24.135 -15.881 15.394  0.31
29 H -23.004 -15.049 12.759  0.36
30 H -23.825 -16.485 12.499  0.29
31 H -22.090 -16.459 12.111  0.24
32 C -18.879 -15.612 14.549  -0.69
33 O -19.357 -16.860 14.969  -0.03
34 C -18.332 -17.598 15.596  -0.59
35 C -18.679 -19.009 15.964  -0.78
36 N -20.022 -19.066 16.602  0.57
37 C -20.367 -20.440 16.969  0.66
38 C -20.143 -21.481 15.864  -1.44
39 O -20.873 -21.150 14.709  -0.21
40 C -20.557 -21.876 13.537  -0.91
41 H -19.651 -15.120 13.962  0.17
42 H -17.929 -15.727 14.010  0.38
43 H -18.602 -15.005 15.423  0.14
44 H -17.992 -17.097 16.510  0.19
45 H -17.425 -17.623 14.974  0.51
46 H -17.991 -19.410 16.720  0.28
47 H -18.742 -19.696 15.122  0.48
48 H -20.007 -18.637 17.527  -0.60
49 H -21.435 -20.428 17.191  -0.18
50 H -19.927 -20.926 17.854  -0.03
51 H -20.592 -22.380 16.318  0.60
52 H -19.097 -21.774 15.724  0.40
53 H -19.510 -21.817 13.228  0.32
54 H -21.174 -21.345 12.811  0.26
55 H -20.882 -22.919 13.592  0.30
56 C -21.570 -8.235 22.042  -0.89
57 O -20.984 -9.414 21.550  -0.28
58 C -20.197 -10.102 22.497  -0.92
59 C -19.689 -11.411 21.951  -0.38
60 N -18.622 -11.104 21.021  -0.33
61 C -17.970 -12.265 20.417  0.48
62 C -17.197 -11.779 19.179  -0.77
63 O -18.073 -11.753 18.055  -0.39
64 C -18.147 -12.990 17.357  -0.65
65 H -20.803 -7.541 22.408  0.31
66 H -22.260 -8.518 22.842  0.36
67 H -22.063 -7.711 21.225  0.25
68 H -20.729 -10.469 23.392  0.37
69 H -19.446 -9.402 22.875  0.48
70 H -20.476 -12.041 21.528  0.14
71 H -19.284 -11.976 22.797  0.37
72 H -18.883 -10.460 20.287  0.33
73 H -18.676 -13.026 20.069  -0.27
74 H -17.291 -12.703 21.153  0.08
75 H -16.330 -12.430 19.021  0.35
76 H -16.789 -10.769 19.232  0.36
77 H -18.597 -12.705 16.406  0.21
78 H -18.692 -13.748 17.923  0.23
79 H -17.108 -13.283 17.168  0.34
80 C -24.481 -10.698 21.305  -0.68
81 O -23.829 -11.934 21.400  -0.27
82 C -23.413 -12.205 22.724  -0.45
83 C -22.594 -13.474 22.747  -0.22
84 N -23.480 -14.564 22.325  -0.33
85 C -22.785 -15.748 21.854  -0.88
86 C -23.548 -17.010 22.134  0.07
87 O -24.744 -17.117 21.409  -0.37
88 C -25.578 -18.147 21.872  -0.85
89 H -23.768 -9.869 21.274  0.09
90 H -25.233 -10.518 22.081  0.35
91 H -25.052 -10.678 20.374  0.26
92 H -24.158 -12.116 23.523  0.53
93 H -22.756 -11.400 23.094  0.18
94 H -22.281 -13.708 23.767  0.31
95 H -21.757 -13.372 22.052  0.09
96 H -23.992 -14.167 21.544  0.31
97 H -21.811 -15.813 22.360  0.49
98 H -22.336 -15.619 20.861  0.37
99 H -23.663 -17.160 23.210  0.55
100 H -22.884 -17.777 21.703  -0.15
101 H -25.082 -19.111 21.730  0.30
102 H -26.567 -18.108 21.417  0.29
103 H -25.852 -18.085 22.934  0.34
104 C -14.534 -15.099 21.361  -0.69
105 O -14.143 -16.411 21.648  -0.41
106 C -14.914 -17.447 21.069  -0.89
107 C -16.100 -17.884 21.922  0.66
108 N -15.647 -18.829 22.953  -0.41
109 C -16.705 -19.621 23.606  0.13
110 C -16.190 -20.178 24.918  -0.74
111 O -17.098 -21.101 25.499  -0.34
112 C -18.275 -20.522 25.973  -0.62
113 H -14.359 -14.831 20.304  0.32
114 H -13.874 -14.403 21.875  0.35
115 H -15.596 -14.835 21.395  0.19
116 H -14.249 -18.312 21.003  0.44
117 H -15.150 -17.242 20.021  0.29
118 H -16.713 -18.393 21.179  -0.47
119 H -16.636 -17.060 22.393  0.37
120 H -15.094 -18.391 23.679  0.24
121 H -16.920 -20.430 22.908  0.10
122 H -17.552 -18.943 23.755  0.04
123 H -15.947 -19.417 25.673  0.42
124 H -15.275 -20.769 24.844  0.29
125 H -18.746 -21.175 26.715  0.29
126 H -18.957 -20.183 25.196  0.14
127 H -18.113 -19.707 26.699  0.35
128 N -20.856 -19.831 21.392  0.65
129 C -20.222 -20.044 22.590  -0.59
130 C -19.700 -21.305 22.533  -0.11
131 C -20.040 -21.900 21.304  -1.63
132 C -20.726 -20.919 20.597  -0.06
133 H -21.275 -18.949 21.161  -0.58
134 H -20.134 -19.295 23.358  0.39
135 H -19.157 -21.814 23.317  0.48
136 H -19.668 -22.854 20.970  0.39
137 H -21.152 -20.957 19.610  0.60